[1]
C12H21AlBrNO12P | ωB97M-V/def2-TZVPD

XYZ file:
```
49
Properties=species:S:1:pos:R:3:forces:R:3:nbo_charge:R:1
N -3.2928 7.2268 2.3578 -0.2 -0.1 0.1 -1.38
P -2.5805 6.5617 1.0902 0.0 -0.3 1.2 0.73
Al -1.8812 4.2603 1.4007 -0.7 0.9 -0.2 0.85
Br -0.5826 4.2300 3.3976 -3.7 9.6 1.8 -0.46
H -4.2268 7.5364 2.1347 -0.1 0.2 0.1 0.34
H -1.4681 7.3605 0.7229 0.1 0.0 -0.6 -0.11
H -3.4249 6.6033 -0.0386 0.2 0.1 -0.6 -0.08
H -3.2496 3.4603 1.6410 0.1 -0.1 0.1 -0.38
H -1.0304 3.8064 0.1643 0.3 0.1 -0.1 -0.37
C -0.0181 1.5107 -3.6946 0.0 -0.2 0.4 -0.10
C -0.3281 0.0551 -3.3753 -0.2 0.1 -0.4 -0.11
O -0.1148 0.0090 -1.9803 -0.6 -0.3 0.2 -0.50
C -0.2488 1.2412 -1.4475 0.0 -0.5 -0.5 0.99
O -0.2611 1.4189 -0.2760 0.0 0.4 0.0 -0.58
O -0.3438 2.1609 -2.4449 0.1 0.0 0.1 -0.49
H -0.6057 1.9210 -4.5095 -0.2 0.1 0.1 0.20
H 1.0411 1.6713 -3.8990 0.0 0.0 0.0 0.19
H -1.3715 -0.2068 -3.5673 0.0 0.1 -0.1 0.18
H 0.3160 -0.6671 -3.8649 0.2 0.0 0.0 0.23
C 2.9956 -1.7562 0.2583 -0.2 0.2 -0.1 -0.10
C 2.3154 -0.4304 -0.0746 0.3 -0.3 0.3 -0.12
O 2.2919 -0.4905 -1.4993 0.8 0.6 -0.2 -0.49
C 2.3255 -1.7497 -1.9086 -0.1 0.5 -0.1 0.98
O 2.1054 -2.0417 -3.0489 0.1 -0.8 0.1 -0.63
O 2.6280 -2.5799 -0.8873 0.1 0.0 0.1 -0.51
H 2.6429 -2.2030 1.1810 -0.2 -0.1 -0.1 0.23
H 4.0823 -1.6729 0.2813 0.0 0.0 -0.1 0.17
H 1.2997 -0.3553 0.2808 0.0 -0.2 0.1 0.25
H 2.8711 0.4387 0.2621 0.1 0.0 -0.1 0.20
C 0.7923 -5.1864 -0.1936 0.0 -0.1 -0.2 -0.10
C 0.9569 -5.9153 -1.5193 -0.1 0.1 0.2 -0.10
O 0.1585 -7.0911 -1.3122 0.1 0.0 -0.1 -0.50
C -0.7610 -6.8264 -0.3535 0.1 0.1 0.0 0.97
O -1.6675 -7.5411 -0.0766 -0.1 -0.1 0.0 -0.58
O -0.4998 -5.6425 0.2372 0.1 0.0 0.0 -0.48
H 0.8072 -4.1088 -0.2941 -0.2 0.1 0.1 0.23
H 1.5324 -5.4922 0.5468 0.0 0.0 0.0 0.18
H 0.5480 -5.3492 -2.3557 -0.1 0.0 0.0 0.19
H 1.9816 -6.1909 -1.7440 0.0 -0.1 0.0 0.20
C -1.4161 1.4259 3.3258 0.2 0.1 -0.1 -0.11
C -0.1759 2.1160 2.7693 1.3 -3.8 -0.3 -0.18
O 0.6937 0.9805 2.5346 -0.1 -1.5 -0.4 -0.52
C -0.0653 -0.1130 2.3758 0.4 0.7 -0.3 0.99
O 0.3565 -1.1525 1.9534 -0.2 -0.7 0.2 -0.66
O -1.3386 0.1257 2.7057 -0.2 -0.2 0.2 -0.49
H -2.3446 1.9160 3.0561 -0.1 -0.2 -0.1 0.23
H -1.3745 1.2948 4.4078 0.1 0.0 0.1 0.18
H -0.3583 2.6200 1.8221 0.6 -0.9 -0.2 0.21
H 0.2882 2.8115 3.4584 1.8 -3.8 -0.6 0.21
```
Forces are in eV/Å.

Results
Calculated total energy, eV: -124772.5627
Orbital gap, eV: 6.367
Multiplicity: 1
HOMO energy, hartree: -0.1509
Net charge: -1
Strongest force on any atom, eV/Å: 10.42

[2]
C2H8I2OSi2 | ωB97M-V/def2-TZVPD

XYZ file:
```
15
Properties=species:S:1:pos:R:3:forces:R:3:mulliken_spin:R:1
C 3.3057 2.4732 -0.5139 0.2 -0.2 2.1 0.95
C -2.3236 1.7030 0.9008 -0.9 -1.6 0.6 0.04
O -1.1450 -1.0225 0.4296 0.3 -0.8 -0.2 0.01
Si -1.3644 -2.4172 -0.4652 -0.2 2.2 -0.8 0.01
Si -1.0827 0.3152 1.3556 0.1 0.6 -0.3 0.76
I 1.9255 0.9446 -0.0321 0.8 1.0 0.0 0.08
I -3.8570 0.6485 -0.2187 -0.2 0.3 -0.2 0.04
H 3.2890 2.7570 -1.5162 0.1 0.4 -1.4 0.03
H 3.9118 3.0351 0.2486 -0.9 -1.0 -0.8 0.02
H -2.9302 1.9819 1.7809 0.7 0.2 -0.3 0.00
H -2.0315 2.5387 0.3113 0.3 0.5 -0.4 0.00
H -1.4420 -3.6208 0.2253 0.0 -1.4 1.4 0.00
H -2.6959 -2.1568 -1.0327 0.1 -0.3 -0.5 0.00
H -0.2492 -2.6565 -1.4202 -0.2 0.4 0.0 0.00
H -1.3933 0.0012 2.7386 -0.2 -0.4 0.6 0.06
```
Forces are in eV/Å.

Results
Calculated total energy, eV: -36205.2864
Orbital gap (spin up / spin down), eV: 7.088 / 8.315
Multiplicity: 3
Energy above the lowest of the compared OMol25 structures with the same formula, charge and spin, kcal per mole: 0.0
<S²>: 2.012
HOMO energy (spin up / spin down), hartree: -0.2562 / -0.3397
Net charge: 0
Strongest force on any atom, eV/Å: 2.34

[3]
C58H80Ge2N2S4Si2TeTl | ωB97M-V/def2-TZVPD

XYZ file:
```
150
Properties=species:S:1:pos:R:3:forces:R:3:lowdin_charge:R:1
Tl 0.4092 0.1725 0.5641 -0.1 0.0 0.3 0.41
C -3.5646 -0.6195 8.4341 0.1 0.0 -0.1 -0.06
C -2.6268 -1.5599 7.7168 0.0 0.0 0.0 -0.27
C -1.3569 -1.8239 8.2163 0.0 0.0 0.0 -0.02
C -0.4603 -2.6342 7.5319 0.0 0.0 0.0 -0.24
C 0.9007 -2.9283 8.1127 0.0 0.1 -0.1 -0.03
C -0.8437 -3.1885 6.3036 0.0 0.0 -0.1 -0.17
C -2.1462 -3.0001 5.8201 0.0 0.0 -0.2 -0.20
C -2.6290 -3.6673 4.5544 -0.1 -0.1 0.3 -0.08
C -3.0096 -2.1699 6.5309 0.0 0.0 0.0 -0.01
C 0.1142 -4.0841 5.5755 0.1 0.1 -0.2 -0.21
C 0.1516 -5.4069 6.0150 0.0 0.1 0.0 -0.05
C 0.9727 -6.3404 5.4111 0.0 0.0 0.0 -0.07
C 1.7575 -5.9488 4.3437 0.0 0.0 0.0 -0.05
C 1.7345 -4.6348 3.8716 -0.2 0.1 0.1 -0.22
C 0.9212 -3.6606 4.4896 -0.2 -0.2 0.0 -0.17
Ge 0.6650 -1.7952 3.7568 0.3 0.0 0.1 -0.02
S -1.0707 -1.6888 2.5071 0.4 0.5 -0.6 0.11
S 2.4322 -0.8566 2.6091 0.0 -0.1 0.2 0.17
Ge 1.8293 1.0379 3.8180 0.2 0.0 0.1 -0.05
S 0.4907 2.3259 2.7674 0.0 -0.2 0.1 0.05
S 0.8561 -0.2529 5.4001 0.0 0.0 0.2 0.26
C 3.4424 2.0616 4.4576 0.1 0.3 0.1 -0.17
C 4.4629 2.4050 3.5325 -0.3 -0.1 0.1 -0.22
C 5.5189 3.2306 3.9098 0.0 -0.1 0.0 -0.05
C 5.6017 3.7457 5.1885 0.1 0.1 0.0 -0.07
C 4.6144 3.4334 6.1002 -0.1 0.0 0.0 -0.05
C 3.5350 2.6134 5.7615 0.1 -0.2 -0.3 -0.20
C 2.5850 2.3989 6.9050 0.0 -0.1 -0.1 -0.16
C 1.5508 3.3116 7.1441 0.0 0.0 0.0 -0.20
C 1.2827 4.4571 6.2007 -0.1 -0.1 -0.1 -0.03
C 0.7882 3.1764 8.3024 0.0 0.1 -0.1 -0.01
C 1.0580 2.1979 9.2476 0.0 0.0 0.1 -0.27
C 0.2721 2.1419 10.5374 0.0 0.0 -0.1 -0.06
C 2.1012 1.3133 9.0003 0.0 0.0 0.0 -0.02
C 2.8651 1.3935 7.8408 -0.1 0.0 -0.1 -0.23
C 3.9854 0.4128 7.5969 -0.1 0.0 -0.1 -0.03
C 4.4866 1.9572 2.0974 -0.2 0.0 0.0 -0.15
C 5.1785 0.8025 1.7237 0.0 0.1 0.0 -0.25
C 5.9163 -0.0507 2.7232 0.0 0.1 0.0 -0.04
C 5.2063 0.4240 0.3816 0.0 -0.1 0.1 -0.02
C 4.5791 1.1738 -0.5961 0.0 0.0 -0.1 -0.26
C 4.5717 0.7396 -2.0425 -0.1 0.0 0.1 -0.04
C 3.9499 2.3546 -0.2151 0.2 0.0 0.0 -0.06
C 3.8987 2.7703 1.1091 -0.1 0.0 0.1 -0.20
C 3.2176 4.0737 1.4502 0.1 -0.1 -0.1 -0.06
C 2.6188 -4.3738 2.6941 -0.1 0.1 0.0 -0.16
C 3.9624 -4.0620 2.9060 0.0 0.0 0.0 -0.23
C 4.4890 -3.9017 4.3106 0.0 0.2 -0.1 -0.02
C 4.7967 -3.8845 1.8042 0.0 0.0 0.0 -0.02
C 4.3248 -4.0198 0.5057 0.0 0.0 0.0 -0.27
C 5.2407 -3.8473 -0.6820 -0.1 0.0 0.1 -0.05
C 2.9892 -4.3655 0.3189 -0.1 0.0 0.0 -0.02
C 2.1260 -4.5571 1.3942 0.0 0.0 0.0 -0.20
C 0.6961 -4.9945 1.1726 0.1 0.0 0.1 -0.04
H -3.2979 -0.5208 9.4870 0.0 0.0 0.0 0.07
H -4.5978 -0.9647 8.3686 0.0 0.0 0.0 0.07
H -3.5185 0.3765 7.9838 0.0 0.0 0.0 0.08
H -1.0477 -1.3731 9.1546 0.0 0.0 0.0 0.11
H 1.0143 -2.4475 9.0845 0.0 0.0 0.0 0.07
H 1.6890 -2.5559 7.4525 0.0 0.0 0.0 0.07
H 1.0533 -4.0035 8.2360 0.0 0.1 0.0 0.07
H -2.1856 -4.6561 4.4252 0.0 0.0 0.0 0.08
H -2.3521 -3.0667 3.6832 -0.1 -0.2 0.2 -0.07
H -3.7168 -3.7719 4.5706 0.0 0.0 0.1 0.07
H -4.0131 -2.0025 6.1445 0.1 0.0 0.0 0.12
H -0.4870 -5.6939 6.8456 0.0 0.0 -0.1 0.12
H 0.9962 -7.3647 5.7654 0.0 0.0 0.0 0.10
H 2.4009 -6.6666 3.8442 0.0 0.0 0.0 0.12
H 6.2807 3.4668 3.1732 0.0 0.0 0.0 0.12
H 6.4264 4.3908 5.4719 0.0 0.0 0.0 0.10
H 4.6562 3.8375 7.1080 0.0 0.0 -0.1 0.12
H 2.2113 4.9467 5.8976 -0.1 0.0 0.0 0.08
H 0.6337 5.1982 6.6740 0.0 -0.1 0.0 0.07
H 0.7937 4.1057 5.2878 0.0 0.0 0.0 0.05
H -0.0203 3.8812 8.4821 0.0 0.0 0.0 0.11
H -0.7920 2.3082 10.3573 0.0 0.0 0.0 0.07
H 0.6147 2.9135 11.2325 0.0 0.0 0.0 0.08
H 0.3889 1.1767 11.0328 0.0 0.0 0.0 0.07
H 2.3328 0.5455 9.7335 0.0 0.0 -0.1 0.11
H 4.0358 -0.3265 8.3984 0.0 0.0 0.0 0.07
H 4.9516 0.9209 7.5314 0.0 0.0 0.0 0.08
H 3.8280 -0.1148 6.6496 0.0 0.0 0.1 0.07
H 5.7098 0.2422 3.7513 0.0 0.0 0.0 0.07
H 6.9979 0.0161 2.5597 -0.1 0.0 0.0 0.09
H 5.6215 -1.0890 2.5982 0.0 -0.2 0.0 0.05
H 5.7187 -0.4959 0.1074 0.0 0.0 0.0 0.11
H 5.1749 -0.1584 -2.1897 0.0 0.0 0.0 0.07
H 4.9654 1.5258 -2.6918 0.0 0.0 0.0 0.07
H 3.5497 0.5194 -2.3726 0.1 0.0 0.0 0.08
H 3.4880 2.9762 -0.9742 0.1 0.0 0.1 0.03
H 3.1748 4.7212 0.5693 0.0 -0.1 0.0 0.06
H 3.7355 4.6032 2.2514 0.0 0.0 0.0 0.08
H 2.1940 3.8802 1.7899 0.1 0.0 0.0 -0.01
H 4.0912 -4.6697 4.9742 0.0 0.0 0.0 0.07
H 4.1797 -2.9320 4.7194 0.0 -0.1 0.0 0.08
H 5.5785 -3.9535 4.3300 0.0 0.0 0.0 0.08
H 5.8428 -3.6340 1.9673 -0.1 0.0 0.0 0.11
H 6.2036 -3.4333 -0.3794 0.0 0.0 0.0 0.07
H 4.8005 -3.1767 -1.4244 0.0 0.0 0.0 0.07
H 5.4273 -4.8062 -1.1719 0.0 0.0 0.0 0.08
H 2.6173 -4.5140 -0.6953 0.0 0.0 0.1 0.12
H 0.5013 -5.1678 0.1120 0.0 0.0 0.1 0.07
H -0.0084 -4.2407 1.5416 0.1 -0.1 0.0 0.04
H 0.4890 -5.9197 1.7164 0.0 0.0 0.0 0.08
N -0.0785 -2.4571 -0.6490 0.2 0.1 -0.8 -0.05
C -0.5217 -2.7872 -2.0082 -0.1 -0.1 0.3 -0.27
C 0.3050 -2.1667 -3.1294 0.2 0.2 0.2 -0.29
N 0.2325 -0.7065 -3.1498 -0.1 -0.1 0.3 0.00
H 0.7794 -2.9494 -0.4267 0.0 0.1 0.1 0.04
H -0.7545 -2.7009 0.0626 -0.1 0.0 0.1 -0.01
H -1.5620 -2.4637 -2.1164 0.0 0.0 0.0 0.11
H -0.5135 -3.8703 -2.1885 -0.1 -0.1 0.0 0.10
H -0.0254 -2.6196 -4.0720 0.0 -0.1 0.0 0.10
H 1.3524 -2.4558 -2.9835 0.0 0.1 0.0 0.11
H -0.7287 -0.3862 -3.1998 0.0 0.0 0.1 0.06
H 0.7221 -0.3075 -3.9371 0.1 0.0 -0.1 0.06
C 3.6040 4.5288 -3.4560 0.2 -0.1 0.1 -0.19
Si 1.9574 5.3881 -3.6406 0.0 0.0 -0.1 0.35
C 1.0403 4.5860 -5.0580 -0.2 -0.1 -0.1 -0.20
C 2.2343 7.1987 -4.0269 0.1 0.2 0.0 -0.19
C 0.9623 5.2480 -2.0722 -0.1 0.0 0.2 -0.58
Te 0.6817 3.2102 -1.4209 -0.2 0.1 -0.2 1.14
C -1.0331 3.6867 -0.2312 0.1 0.1 0.3 -0.60
Si -2.6298 3.5271 -1.1694 0.0 -0.1 -0.1 0.37
C -2.9095 1.7189 -1.5838 0.0 -0.2 0.0 -0.18
C -4.0456 4.1783 -0.1382 -0.2 0.0 0.2 -0.19
C -2.5834 4.5030 -2.7674 0.0 0.2 -0.2 -0.20
H 4.2487 4.7244 -4.3215 -0.1 0.0 0.1 0.03
H 3.4568 3.4429 -3.3856 0.1 0.1 0.0 0.01
H 4.1378 4.8517 -2.5523 -0.1 -0.1 -0.2 0.04
H 1.6830 4.5136 -5.9435 -0.1 0.0 0.1 0.03
H 0.1430 5.1541 -5.3335 0.1 -0.1 0.0 0.03
H 0.7254 3.5741 -4.7790 0.0 0.1 -0.1 0.01
H 2.7655 7.3252 -4.9795 -0.1 0.0 0.2 0.03
H 2.8330 7.6757 -3.2399 -0.1 0.0 -0.1 0.03
H 1.2799 7.7358 -4.0957 0.2 -0.1 0.0 0.03
H -0.0362 5.6738 -2.2248 0.1 -0.1 0.0 0.00
H 1.4416 5.7840 -1.2453 -0.1 0.0 -0.1 0.01
H -0.8531 4.6903 0.1716 0.0 -0.2 0.0 0.02
H -0.9995 2.9951 0.6220 0.0 0.1 -0.1 -0.07
H -2.3412 1.0767 -0.9003 -0.1 0.0 -0.1 0.01
H -2.5883 1.5034 -2.6083 0.0 0.0 0.1 0.02
H -3.9671 1.4459 -1.4970 0.1 0.0 0.0 0.03
H -4.1605 3.5928 0.7828 0.0 0.1 -0.1 0.04
H -4.9890 4.1287 -0.6944 0.1 0.0 0.1 0.03
H -3.8734 5.2224 0.1483 0.0 -0.1 0.0 0.03
H -1.6853 4.2557 -3.3464 -0.1 0.0 0.0 0.00
H -2.5853 5.5851 -2.5785 0.0 -0.2 -0.1 0.03
H -3.4614 4.2695 -3.3817 0.1 0.0 0.1 0.03
```
Forces are in eV/Å.

Results
Calculated total energy, eV: -248551.7109
Orbital gap, eV: 6.588
Multiplicity: 1
Energy above the lowest of the compared OMol25 structures with the same formula, charge and spin, kcal per mole: 0.0
HOMO energy, hartree: -0.1712
Net charge: -1
Strongest force on any atom, eV/Å: 0.87

[4]
C8H8Br4IrO10P2S | ωB97M-V/def2-TZVPD

XYZ file:
```
34
Properties=species:S:1:pos:R:3:forces:R:3:mulliken_spin:R:1
Ir -0.4846 -0.3243 0.0843 -1.1 0.1 0.3 0.06
Br -1.6451 4.8929 4.4673 0.0 0.0 0.0 0.02
C -1.1228 3.2679 3.6981 0.1 -0.1 0.2 0.10
C -0.3958 2.3087 4.4931 -0.1 0.2 -0.1 0.05
Br -0.0139 2.6987 6.2851 0.0 0.0 0.0 0.01
C 0.0207 1.1247 3.9517 0.0 -0.1 -0.1 0.00
Br 0.9813 -0.1766 4.8900 0.0 0.0 0.0 0.00
C -0.2757 0.8343 2.5912 0.0 0.0 -0.1 0.17
O 0.0963 -0.2429 2.0120 0.0 0.0 0.3 0.26
C -1.0324 1.7795 1.8058 0.1 0.0 0.1 0.17
O -1.3126 1.4597 0.5920 -0.1 0.1 -0.1 0.19
C -1.4301 3.0069 2.3890 0.0 -0.1 -0.1 -0.03
Br -2.3480 4.2019 1.2693 0.0 0.0 0.0 0.00
O -2.0916 -1.6791 0.3318 -0.4 -0.3 0.5 0.00
P -1.2568 -2.9473 -0.3743 0.9 -0.2 -0.2 0.00
O -1.6659 -4.2799 0.0218 -0.2 0.1 0.1 0.00
O 0.0992 -2.3183 -0.0313 0.2 -0.1 -0.4 0.00
O -1.5189 -2.7065 -1.9549 -0.1 0.0 0.2 0.00
P -0.9093 -1.4343 -2.7632 0.2 0.7 0.2 0.00
O 0.6765 -1.6328 -2.6545 0.1 -0.1 -0.1 0.00
O -1.3653 -1.3263 -4.1427 -0.3 -0.2 0.1 0.00
O -1.1657 -0.2281 -1.8146 0.2 -0.3 -0.6 0.00
H -3.0216 -1.5749 0.0924 0.0 0.3 -0.1 0.00
H 0.9866 -2.4337 -3.0931 0.0 0.0 0.0 0.00
C 1.4427 1.5051 -3.0090 0.0 0.0 0.0 0.00
S 0.5632 1.9502 -1.5267 0.3 -0.2 0.4 0.00
C 1.5844 3.3033 -0.9939 0.0 0.2 -0.1 0.00
O 1.0274 0.8874 -0.4642 0.2 0.1 -0.3 0.00
H 1.4741 2.3871 -3.6487 0.0 0.0 0.0 0.00
H 0.8971 0.7061 -3.5034 0.0 0.0 0.0 0.00
H 2.4433 1.1789 -2.7303 0.0 0.0 0.0 0.00
H 1.5183 4.0959 -1.7388 0.0 0.0 0.0 0.00
H 2.6088 2.9559 -0.8741 0.0 0.0 0.0 0.00
H 1.1834 3.6540 -0.0453 0.0 0.0 0.0 0.00
```
Forces are in eV/Å.

Results
Calculated total energy, eV: -341328.0401
Orbital gap (spin up / spin down), eV: 8.532 / 6.407
Multiplicity: 2
Energy above the lowest of the compared OMol25 structures with the same formula, charge and spin, kcal per mole: 0.0
<S²>: 0.767
HOMO energy (spin up / spin down), hartree: -0.3201 / -0.3378
Net charge: 0
Strongest force on any atom, eV/Å: 1.16